(1)
Molecular formula: C6H12O
Method: DFT, ωB97M-V/def2-TZVPD

The geometry in XYZ format:
```
19
Properties=species:S:1:pos:R:3:mulliken_charge:R:1
C -2.5854 0.2389 -0.1058 -1.24
C -1.3245 0.2893 0.7495 -0.21
C -0.1575 0.6199 -0.1613 -0.70
C 1.2492 0.5152 0.3663 -0.13
C 1.7007 -0.8284 0.8662 -0.70
C 2.0284 -0.4251 -0.5430 -0.17
O 1.3493 -1.1077 -1.5848 -0.59
H -2.7478 1.2078 -0.5929 0.28
H -2.4655 -0.5077 -0.9020 0.32
H -3.4778 -0.0155 0.4702 0.38
H -1.1516 -0.6914 1.2138 0.25
H -1.4257 1.0087 1.5707 0.31
H -0.2772 1.5974 -0.6433 0.36
H -0.1881 -0.1201 -0.9698 0.28
H 1.7130 1.4000 0.8177 0.41
H 0.9284 -1.5704 1.0541 0.20
H 2.5288 -0.8700 1.5713 0.27
H 3.0536 -0.2039 -0.8109 0.34
H 1.2497 -0.5370 -2.3661 0.33
```

As for the SMILES: CCC[C@H]1C[C@H]1O. The calculation puts the total energy at -311.00068 Eh.

(2)
Molecular formula: C6H12O
Method: DFT, ωB97M-V/def2-TZVPD

The geometry in XYZ format:
```
19
Properties=species:S:1:pos:R:3:mulliken_charge:R:1
C -0.7244 1.9680 2.0539 -0.71
C -1.6219 -0.6234 0.4660 -0.51
O -0.4270 -1.0222 0.7331 -0.22
C 0.6853 -0.4099 0.3467 0.11
C 1.8763 -1.0768 -0.1824 -0.96
C 1.0568 -0.0902 -1.0430 0.28
C 0.2805 -0.6690 -2.2074 -1.35
H -0.1060 2.7696 2.4637 0.34
H -1.1843 1.4093 2.8726 0.26
H -1.5055 2.4010 1.4249 0.24
H -1.7712 0.2253 -0.1923 0.32
H -2.4147 -1.1226 1.0040 0.29
H -0.0720 1.3008 1.4721 0.10
H 1.8320 -2.1214 -0.4918 0.24
H 2.8516 -0.7633 0.1869 0.26
H 1.5018 0.8877 -1.2328 0.31
H -0.5710 -0.0379 -2.4900 0.32
H 0.9277 -0.7717 -3.0852 0.36
H -0.1140 -1.6621 -1.9651 0.32
```

The calculation puts the total energy at -310.87109 Eh.

(3)
Molecular formula: C6H12O
Method: DFT, ωB97M-V/def2-TZVPD

The geometry in XYZ format:
```
19
Properties=species:S:1:pos:R:3:mulliken_charge:R:1
C -1.1554 -0.8997 1.5790 -1.10
C -0.4447 0.5253 0.9773 -0.79
C 0.0642 0.4292 -0.4311 1.30
C -0.9498 0.2132 -1.5331 -1.50
C 1.3092 1.2257 -0.7731 -1.05
C 1.4129 -0.2465 -0.5822 -0.12
O 2.1261 -0.6666 0.5442 -0.54
H -0.3963 -1.5510 1.9765 0.26
H -1.6563 -1.4496 0.7808 0.27
H -1.9216 -0.9086 2.3929 0.36
H 0.3476 0.8226 1.6716 0.28
H -1.4366 0.8708 1.2062 0.37
H -1.5555 -0.6807 -1.3514 0.31
H -1.6301 1.0677 -1.6131 0.34
H -0.4631 0.0852 -2.5062 0.38
H 1.7447 1.8387 0.0114 0.28
H 1.3850 1.6346 -1.7763 0.27
H 1.5412 -0.8638 -1.4719 0.33
H 1.6786 -1.4467 0.8986 0.35
```

As for the SMILES: CC[C@@]1(C)C[C@H]1O. The calculation puts the total energy at -310.97580 Eh.

(4)
Molecular formula: C6H12O
Method: DFT, ωB97M-V/def2-TZVPD

The geometry in XYZ format:
```
19
Properties=species:S:1:pos:R:3:mulliken_charge:R:1
C 0.1118 0.8685 1.6057 -1.50
C -0.3816 -0.4922 1.1239 0.98
O -0.4058 -1.4757 2.0983 -0.57
C -1.3641 -0.5460 0.0531 -0.78
C -0.0466 -0.9816 -0.5220 -0.52
C 1.0450 -0.0915 -1.0917 -0.59
C 0.2777 0.8564 -1.9846 -0.98
H -0.6361 1.4168 2.2039 0.32
H 0.3455 1.5013 0.7472 0.34
H 1.0170 0.7834 2.2267 0.45
H 0.3539 -1.3320 2.6789 0.33
H -2.0646 -1.3670 0.1438 0.31
H -1.8057 0.3908 -0.2660 0.26
H 0.0505 -2.0473 -0.7345 0.37
H -0.4455 -0.1348 -2.1625 0.34
H 1.7151 -0.6730 -1.7375 0.31
H 1.6572 0.2703 -0.2618 0.39
H 0.9123 1.4628 -2.6830 0.33
H -0.3359 1.5908 -1.4378 0.19
```

As for the SMILES: CC[C@@H]1C[C@@]1(C)O. The calculation puts the total energy at -310.93562 Eh.

(5)
Molecular formula: C6H12O
Method: DFT, ωB97M-V/def2-TZVPD

The geometry in XYZ format:
```
19
Properties=species:S:1:pos:R:3:mulliken_charge:R:1
C -1.7324 -1.8622 -1.1374 -1.08
C -1.2680 -0.6531 -0.3093 -0.07
C -0.0363 -0.1631 -0.2062 0.37
C 0.1558 1.2298 0.1713 -0.14
C 0.1200 1.6513 1.4473 -0.05
C 0.3380 3.0699 1.8442 -1.20
H -1.5386 -1.6223 -2.3452 0.21
H -2.8062 -2.0641 -0.9191 0.32
H -1.2867 -2.7345 -0.9556 0.38
H -2.1824 -0.2588 0.3616 0.20
H 0.7577 -0.8687 -0.5569 -0.41
H 0.3530 1.9344 -0.6482 0.28
H -0.1419 1.0846 2.2736 0.42
H 0.9167 3.7575 1.1222 0.29
H -0.6137 3.6625 1.8814 0.26
H 0.7036 3.1073 2.8181 0.36
H 1.5820 -1.8862 -0.8351 0.25
H 2.8167 -2.2042 -1.7304 0.31
O 1.9971 -2.6930 -1.4157 -0.69
```

As for the SMILES: C/C=C/C=C/C.O. The calculation puts the total energy at -310.92637 Eh.

(6)
Molecular formula: C6H12O
Method: DFT, ωB97M-V/def2-TZVPD

The geometry in XYZ format:
```
19
Properties=species:S:1:pos:R:3:mulliken_charge:R:1
C -0.0677 -1.1510 -0.3102 -1.49
C -1.2058 -0.1820 -0.0220 1.06
C -1.8734 -0.1733 1.1379 -0.22
C -1.5660 -1.1857 2.2232 -1.22
C -1.8485 2.0291 -1.1205 -0.85
C -1.2136 0.8392 -1.1289 -0.41
H -0.4229 -2.0327 -0.8673 0.30
H 0.3721 -1.5737 0.5893 0.38
H 0.6475 -0.6453 -0.9448 0.40
H -2.8647 0.2473 1.2982 0.29
H -0.6917 -0.9088 2.8039 0.27
H -1.4098 -2.1377 1.7154 0.33
H -2.4112 -1.1786 2.9282 0.36
H -2.4193 2.5236 -0.3315 0.27
H -1.4710 2.8196 -1.7829 0.25
H -0.7429 0.5584 -2.0772 0.26
H 4.9253 0.0267 -0.7590 0.31
H 6.0503 -0.5467 -1.3689 0.32
O 5.8744 0.2209 -0.7823 -0.63
```

As for the SMILES: C=C/C(C)=C/C.O. The calculation puts the total energy at -310.97093 Eh.

(7)
Molecular formula: C6H12O
Method: DFT, ωB97M-V/def2-TZVPD

The geometry in XYZ format:
```
19
Properties=species:S:1:pos:R:3:mulliken_charge:R:1
C -1.3476 -1.6486 -2.3859 -0.72
O -0.9815 -0.3893 -1.8866 -0.32
C -0.7029 -0.4221 -0.5088 -0.39
C 0.7407 0.0477 1.8420 -0.34
C 2.1705 0.4012 1.6968 -0.93
C -0.3080 0.9883 -0.0935 -0.57
C -0.1362 1.1773 1.4417 -0.34
H -2.2616 -2.0267 -1.9012 0.30
H -0.5469 -2.3911 -2.2396 0.30
H -1.5341 -1.5324 -3.4560 0.25
H -1.5825 -0.7652 0.0623 0.30
H 0.1097 -1.1368 -0.2939 0.34
H 2.7862 -0.4483 1.3824 0.32
H 2.4563 0.5836 2.7501 0.35
H 2.4264 1.3104 1.1234 0.31
H -1.0800 1.6833 -0.4412 0.31
H 0.6222 1.2594 -0.6055 0.22
H -1.1239 1.1256 1.9150 0.36
H 0.2931 2.1836 1.5985 0.28
```

The calculation puts the total energy at -310.89881 Eh.

(8)
Molecular formula: C6H12O
Method: DFT, ωB97M-V/def2-TZVPD

The geometry in XYZ format:
```
19
Properties=species:S:1:pos:R:3:mulliken_charge:R:1
C 1.9562 1.0027 -0.4435 -1.22
C 1.0022 0.2141 0.4403 -0.19
C -0.8304 -1.5653 0.7165 -0.31
C -0.8903 -2.0149 -0.7099 -0.90
C -1.4867 -0.2364 0.8815 -0.37
C -0.4616 0.6925 0.2113 -0.19
O -0.6278 1.9894 0.7442 -0.52
H 1.7391 2.0754 -0.4005 0.32
H 1.8678 0.6854 -1.4900 0.30
H 2.9941 0.8684 -0.1320 0.35
H 1.2140 0.3563 1.5051 0.27
H 1.1886 -0.8562 0.2638 0.37
H -0.4973 -1.3049 -1.4567 0.30
H -0.3889 -2.9731 -0.8554 0.25
H -1.9582 -2.1170 -0.9563 0.40
H -1.6087 0.0618 1.9300 0.26
H -2.4692 -0.1659 0.3852 0.31
H -0.6855 0.7082 -0.8692 0.22
H -0.0574 2.5794 0.2357 0.34
```

The calculation puts the total energy at -310.90357 Eh.

(9)
Molecular formula: C6H12O
Method: DFT, ωB97M-V/def2-TZVPD

The geometry in XYZ format:
```
19
Properties=species:S:1:pos:R:3:mulliken_charge:R:1
C 1.7333 0.8295 0.5441 -1.37
C 0.7348 -0.2140 0.0930 1.22
C 1.2982 -1.1580 -0.9509 -1.64
O -0.0114 -0.8784 1.1140 -0.61
C -0.7256 -0.0125 0.2263 1.21
C -1.3186 1.2024 0.9108 -1.67
C -1.7017 -0.6857 -0.7291 -1.48
H 2.6154 0.3402 0.9713 0.35
H 1.3274 1.5103 1.2936 0.32
H 2.0625 1.4224 -0.3173 0.30
H 1.4321 -0.6583 -1.9171 0.32
H 0.6520 -2.0282 -1.0843 0.46
H 2.2777 -1.5219 -0.6201 0.39
H -1.5367 1.9973 0.1890 0.30
H -2.2634 0.9165 1.3886 0.39
H -0.6619 1.5968 1.6875 0.46
H -2.2299 -1.4922 -0.2086 0.31
H -1.2096 -1.1115 -1.6079 0.39
H -2.4490 0.0337 -1.0832 0.35
```

As for the SMILES: CC1(C)OC1(C)C. The calculation puts the total energy at -311.02632 Eh.

(10)
Molecular formula: C6H12O
Method: DFT, ωB97M-V/def2-TZVPD

The geometry in XYZ format:
```
19
Properties=species:S:1:pos:R:3:mulliken_charge:R:1
C -2.4148 -0.6631 -1.0204 -1.30
C -1.3068 0.1857 -0.4277 -0.22
C 1.4564 0.8643 -0.3638 -0.24
C 2.8549 1.1693 -0.0953 -0.93
C 0.8481 0.2379 0.8185 -0.53
C -0.2784 -0.6544 0.3727 -0.04
O -0.8223 -1.2382 1.5458 -0.54
H -2.9343 -1.2096 -0.2290 0.31
H -2.0037 -1.3850 -1.7324 0.33
H -3.1604 -0.0631 -1.5525 0.37
H -1.7409 0.9120 0.2767 0.25
H -0.8502 0.7843 -1.2314 0.36
H 3.3263 0.3408 -0.6537 0.27
H 3.1641 2.0954 -0.5737 0.35
H 3.1934 1.1015 0.9477 0.31
H 0.4341 1.1013 1.3801 0.27
H 1.5549 -0.2560 1.5103 0.41
H 0.1830 -1.4734 -0.2187 0.23
H -1.5031 -1.8497 1.2469 0.34
```

The calculation puts the total energy at -310.91532 Eh.

(11)
Molecular formula: C6H12O
Method: DFT, ωB97M-V/def2-TZVPD

The geometry in XYZ format:
```
19
Properties=species:S:1:pos:R:3:mulliken_charge:R:1
C -1.6979 -0.9630 -0.7608 -1.56
C -0.7793 0.1013 -0.1578 0.79
C -1.5628 1.1251 0.6627 -1.56
C 0.2877 -0.5726 0.6816 -0.13
O 1.0592 -1.5669 0.0173 -0.48
C 1.7388 -0.4125 0.4947 0.12
C 2.3744 0.4998 -0.5225 -1.26
H -2.4456 -0.5026 -1.4159 0.40
H -1.1123 -1.6768 -1.3476 0.36
H -2.2285 -1.5183 0.0228 0.34
H -0.2912 0.6237 -0.9887 0.03
H -2.0812 0.6413 1.5003 0.34
H -2.3221 1.6119 0.0407 0.40
H -0.9106 1.9049 1.0723 0.35
H -0.0499 -0.8699 1.6812 0.46
H 2.3743 -0.6270 1.3581 0.43
H 1.6493 0.9031 -1.2334 0.35
H 3.1377 -0.0397 -1.0928 0.30
H 2.8601 1.3380 -0.0123 0.30
```

As for the SMILES: CC(C)[C@H]1O[C@H]1C. The calculation puts the total energy at -311.01749 Eh.

(12)
Molecular formula: C6H12O
Method: DFT, ωB97M-V/def2-TZVPD

The geometry in XYZ format:
```
19
Properties=species:S:1:pos:R:3:mulliken_charge:R:1
C -1.0161 2.7209 -0.6751 -1.03
C 0.0920 2.1855 0.3554 -0.58
C 0.9497 1.0969 -0.2084 -0.47
C -0.2152 -2.4296 -0.0210 -0.52
O 0.4911 -2.7410 1.1890 -0.51
C -0.4701 -0.9473 -0.0179 -0.09
C 0.2552 -0.1311 -0.7908 -0.32
H -0.5466 3.6775 -0.9682 0.34
H -1.9856 2.7561 -0.1859 0.26
H -1.0151 2.1641 -1.6110 0.30
H 0.5494 3.1118 0.6880 0.41
H -0.4896 1.7389 1.1837 0.25
H 1.7285 0.9728 0.5551 0.27
H 1.4972 1.4427 -1.1188 0.31
H 0.5694 -2.6229 -0.7560 0.25
H -1.0767 -3.1117 -0.1704 0.25
H 0.0263 -2.5215 2.0051 0.30
H -1.3681 -0.6308 0.5138 0.36
H 0.8548 -0.6302 -1.5645 0.20
```

As for the SMILES: CCC/C=C/CO. The calculation puts the total energy at -310.95352 Eh.

(13)
Molecular formula: C6H12O
Method: DFT, ωB97M-V/def2-TZVPD

The geometry in XYZ format:
```
19
Properties=species:S:1:pos:R:3:mulliken_charge:R:1
C -0.1098 -0.7071 2.3419 -1.31
C 0.2952 -0.6523 0.8969 0.90
C 0.7783 -1.7188 0.2705 -0.95
C 0.3905 0.7247 0.2841 -0.44
C -0.9833 1.2735 -0.0143 -0.05
C -1.4189 1.7544 -1.1676 -0.83
H -1.0366 -0.1510 2.4988 0.31
H -0.3515 -1.7189 2.6636 0.38
H 0.6519 -0.2776 2.9877 0.29
H 0.8057 -2.7061 0.7150 0.29
H 1.3372 -1.5884 -0.6299 0.14
H 0.9980 0.7463 -0.6199 0.25
H 0.8010 1.4419 1.0018 0.25
H -1.6404 1.3662 0.8483 0.18
H -0.8427 1.6675 -2.0822 0.30
H -2.3806 2.2497 -1.1991 0.26
H 0.3702 -1.1221 -2.9682 0.34
H 1.4611 -0.2224 -2.5394 0.32
O 0.8748 -0.3597 -3.2881 -0.64
```

As for the SMILES: C=CCC(=C)C.O. The calculation puts the total energy at -310.99835 Eh.